Run i
Computed, not measured: C6H7NO as an isolated structure, with wB97M-V/def2-TZVPD.

Output
gap between HOMO and LUMO = 8.9 eV

Last column: Mulliken charge in e.
Positions of all 15 atoms, in Å:
O 0.28102 0.24693 -0.96289  -0.4164
N 0.11114 0.58862 1.71764  -0.5961
C -1.94291 1.12936 -1.19407  -0.9843
C 0.48923 -0.63805 1.06757  -0.1495
C -0.93411 0.62740 -0.33806  0.1899
C 1.93135 -1.43536 -0.93330  -0.8828
C -0.93737 0.01180 1.01911  0.1842
C 0.99274 -0.63945 -0.31336  0.5277
H -1.85218 -0.50679 1.57901  0.3134
H 2.51354 -2.05095 -0.10727  0.1834
H 0.09051 1.85035 1.32938  0.3779
H -1.83593 1.14243 -2.25616  0.3406
H 0.73540 -1.52601 1.60481  0.3754
H -2.63454 1.73857 -0.48279  0.1944
H 2.36358 -1.07763 -1.83467  0.3420



Run ii
Computed, not measured: C6H7NO as an isolated structure, with wB97M-V/def2-TZVPD.

Output
gap between HOMO and LUMO = 9.1 eV

Last column: Mulliken charge in e.
Positions of all 15 atoms, in Å:
O -1.15813 3.37591 1.68351  -0.4421
N -4.00859 1.42822 0.87740  -0.3302
C -1.00264 -0.35809 0.40554  -0.1335
C -0.15109 -1.50315 -0.12414  -1.2269
C -2.99171 1.90404 1.06957  0.1566
C -1.61964 2.34622 1.25621  0.4654
C 0.63026 1.50199 -0.20012  -1.3357
C -0.59190 0.92984 0.34199  0.4460
H 0.47801 2.52801 -0.25228  0.4022
H -0.28755 -1.54043 -1.19001  0.2996
H -0.21856 -2.43341 0.29858  0.4007
H -1.98055 -0.49404 0.70676  0.4211
H 0.89953 -1.11479 -0.01795  0.2752
H 0.72188 0.93365 -1.23676  0.2841
H 1.59000 1.24842 0.23756  0.3176



Name the most stable of them. run ii.



Run i
Computed, not measured: C6H7NO in the gas phase, with wB97M-V/def2-TZVPD.

Output
gap between HOMO and LUMO = 10.5 eV
structure (SMILES) = O=CN1[C@@H]2C=CC[C@@H]21

Last column: Mulliken charge in e.
Positions of all 15 atoms, in Å:
O 1.85887 -1.72753 0.59387  -0.5220
N 0.57820 0.25520 1.14280  -0.0793
C 0.44329 1.19527 0.06179  -0.4062
C -0.74538 0.60663 0.87008  -0.0721
C -0.83163 -0.42274 -1.27938  -0.3310
C 0.32518 0.52225 -1.30914  -0.5356
C 1.07734 -1.00952 1.23745  0.1334
C -1.39580 -0.41830 -0.00643  -0.4257
H 0.09406 1.46524 -1.88697  0.3003
H 0.51062 -1.48001 2.22339  0.2378
H 1.22228 0.19589 -1.88528  0.3492
H -0.75241 -1.24196 -2.08451  0.2947
H 0.93317 2.16763 0.23144  0.3810
H -1.22370 1.26635 1.54906  0.4537
H -2.09409 -1.37440 0.54184  0.2217



Run ii
Computed, not measured: C6H7NO in the gas phase, with wB97M-V/def2-TZVPD.

Output
gap between HOMO and LUMO = 9.2 eV
structure (SMILES) = C=C1C=CCN1C=O

Last column: Mulliken charge in e.
Positions of all 15 atoms, in Å:
O -2.64826 -0.48622 -0.59004  -0.5585
N -0.59762 0.01692 0.34629  0.1354
C 0.18894 -0.09468 -0.84888  0.8548
C 1.57925 0.21047 -0.40664  -0.7705
C 0.23227 0.37946 1.48836  -0.6524
C -1.95411 -0.20050 0.38234  0.0058
C -0.16567 -0.51367 -2.09089  -1.0082
C 1.56812 0.45353 0.90792  -0.2573
H -0.15547 1.31552 1.94165  0.3000
H 2.41479 0.13090 -1.08179  0.3836
H -1.17844 -0.76173 -2.39402  0.3013
H -2.43860 -0.10305 1.39640  0.3311
H 0.54911 -0.60764 -2.89981  0.2612
H 0.14376 -0.37971 2.33771  0.2958
H 2.46194 0.64038 1.51140  0.3777



Run iii
Computed, not measured: C6H7NO as an isolated structure, with wB97M-V/def2-TZVPD.

Output
gap between HOMO and LUMO = 10.0 eV

Last column: Mulliken charge in e.
Positions of all 15 atoms, in Å:
O 0.11639 -1.56846 0.60744  -0.3871
N 0.49519 1.34699 -1.15056  -0.6239
C -0.60779 -0.57445 1.20188  -0.1265
C -0.41047 0.12932 -1.22001  0.0609
C -0.12571 0.79307 0.91414  -0.4151
C -1.24062 0.32707 0.18878  -0.5277
C 1.03274 0.54165 0.13582  0.0043
C 0.56538 -0.94029 -0.56936  -0.4743
H -0.07191 1.35344 2.04244  0.2797
H 1.31772 -1.54919 -1.27094  0.3041
H -2.26437 0.61716 0.03627  0.4263
H 2.17408 0.58787 0.62780  0.3038
H 1.21764 1.48713 -2.01674  0.2689
H -1.01117 -1.21807 2.02789  0.3884
H -1.04051 0.18208 -2.15977  0.5181



Name the most stable of them. run ii.



Run i
Computed, not measured: C6H7NO as an isolated structure, with wB97M-V/def2-TZVPD.

Output
gap between HOMO and LUMO = 10.5 eV

Last column: Mulliken charge in e.
Positions of all 15 atoms, in Å:
O -0.97333 0.79632 2.34368  -0.6308
N 0.09129 1.63408 0.33612  -0.5172
C 0.30196 -1.64559 -1.48113  -0.2091
C -0.51425 0.66506 1.19724  0.2166
C -0.36271 -0.30514 0.22258  0.4357
C -0.12291 -1.84848 -0.23411  -0.6912
C 0.65382 -0.00426 -1.90166  -0.8213
C 0.72138 0.52857 -0.32568  0.0751
H 1.62509 -0.08708 -2.46556  0.3496
H 0.73251 2.31205 1.12142  0.3594
H -1.29955 0.00374 -0.40636  0.1633
H 1.73395 0.09160 0.08169  0.2214
H 0.58664 -2.37198 -2.25167  0.3928
H -0.09304 0.55551 -2.56994  0.2961
H -0.20172 -2.65388 0.52472  0.3595



Run ii
Computed, not measured: a 2-piece molecular cluster, C6H7NO overall, with wB97M-V/def2-TZVPD.

Output
gap between HOMO and LUMO = 7.9 eV

Last column: Mulliken charge in e.
Positions of all 15 atoms, in Å:
O -3.29270 0.38621 0.24891  -0.5646
N 0.09998 0.46694 -0.90198  -0.6396
C 1.06098 0.05407 -0.20549  0.7786
C -0.86926 -0.75619 0.78911  -0.4087
C -2.27640 0.64998 -0.70154  -0.1602
C 2.47067 0.26269 -0.52376  -1.0708
C -1.08716 0.01389 -0.45934  0.2748
C 0.51074 -0.84873 0.92664  -0.5574
H 3.22170 -0.13293 0.34787  0.2287
H -2.60316 0.46927 1.38395  0.4634
H 2.67195 -0.04305 -1.52822  0.2977
H 2.96352 1.20263 -0.73485  0.3517
H 1.20792 -1.62295 1.48198  0.2481
H -2.42355 1.38865 -1.49315  0.3897
H -1.65523 -1.49048 1.36985  0.3686



Name the most stable of them. run ii.



Run i
Computed, not measured: CH4OS2 in the gas phase, with wB97M-V/def2-TZVPD.

Output
gap between HOMO and LUMO = 9.4 eV
structure (SMILES) = OCSS

Last column: Mulliken charge in e.
Positions of all 8 atoms, in Å:
S 2.15221 0.86872 0.03246  -0.2476
S 1.49063 -1.04123 -0.33144  -0.0608
O -1.03820 -0.03853 -1.39707  -0.4889
C -0.38078 -0.54317 -0.25940  -0.3467
H -0.25436 0.01491 0.63285  0.3765
H -0.92894 0.81896 -1.78903  0.3017
H -1.00924 -1.44770 -0.14263  0.2893
H 2.79264 0.65018 1.25582  0.1768



Run ii
Computed, not measured: a 2-piece molecular cluster, CH4OS2 overall, with wB97M-V/def2-TZVPD.

Output
gap between HOMO and LUMO (alpha / beta) = 7.2 / 7.2 eV

Last column: Mulliken charge in e.
Positions of all 8 atoms, in Å:
S 1.28496 -0.38603 4.62854  -0.2492
S -1.50659 1.86393 -1.77260  -0.3023
O 0.53067 -0.37234 3.18552  -0.1744
C 1.13968 -0.23775 2.03316  -0.0588
H -2.30372 2.27202 -0.64827  0.1688
H 0.59841 -0.36898 1.17309  0.2222
H -1.03931 0.63248 -1.32495  0.1305
H 2.13307 -0.08075 1.89805  0.2632



Name the most stable of them. run i.



Run i
Computed, not measured: CH4OS2 in the gas phase, with wB97M-V/def2-TZVPD.

Output
gap between HOMO and LUMO = 9.9 eV
structure (SMILES) = SCOS

Last column: Mulliken charge in e.
Positions of all 8 atoms, in Å:
S -0.13059 -0.65575 1.70832  -0.2132
S 1.60027 0.53059 -1.49203  -0.0145
O 0.55641 1.04500 -0.36502  -0.2789
C -0.59179 0.40055 -0.01143  -0.3893
H 1.81479 -0.57657 -0.89595  0.1230
H -0.95866 -0.31814 -0.63451  0.3681
H -0.95977 -1.60517 1.31548  0.1191
H -1.33066 1.17950 0.37514  0.2856



Run ii
Computed, not measured: a 2-piece molecular cluster, CH4OS2 overall, with wB97M-V/def2-TZVPD.

Output
gap between HOMO and LUMO = 8.4 eV
structure (SMILES) = C=O.SS

Last column: Mulliken charge in e.
Positions of all 8 atoms, in Å:
S -0.60818 -1.16035 -0.70241  -0.1543
S -1.60609 0.33293 0.77726  -0.2046
O 2.61657 0.58594 -0.60496  -0.4227
C 1.66214 0.65446 0.11966  -0.0692
H -2.89461 0.20110 0.39412  0.1864
H -1.57058 -2.06600 -0.82833  0.1766
H 0.73271 1.00112 -0.34479  0.2178
H 1.66804 0.45081 1.18944  0.2699



Run iii
Computed, not measured: a 2-piece molecular cluster, CH4OS2 overall, with wB97M-V/def2-TZVPD.

Output
gap between HOMO and LUMO = 8.4 eV
structure (SMILES) = [H][H].OSC=S

Last column: Mulliken charge in e.
Positions of all 8 atoms, in Å:
S 0.60824 1.83806 -0.22128  -0.3645
S 0.45556 0.01548 2.06677  0.3141
O 1.90219 0.64103 2.04069  -0.4354
C -0.26537 0.77820 0.66562  -0.1377
H -1.72488 -0.51630 2.46927  -0.1171
H -1.26617 0.68574 0.63596  0.3138
H -2.12258 -0.88239 1.95406  0.1037
H 1.88567 1.20437 1.06542  0.3230



Name the most stable of them. run ii.